[1]
A molecular structure, C43H39BrF4N4PS4SiW, computed with ωB97M-V/def2-TZVPD.

Each line ends with the Löwdin charge.
Cartesian coordinates (Å):
W (-0.37804, -0.45906, -0.19602)  0.844
F (0.99837, -3.03016, 6.76936)  0.201
C (0.44404, -2.79648, 5.60650)  -0.112
C (-0.66164, -3.52356, 5.20062)  -0.115
F (-1.16402, -4.45379, 5.98041)  0.189
C (-1.24540, -3.25590, 3.97121)  -0.205
F (-2.33539, -3.94594, 3.65699)  0.137
C (-0.73395, -2.29594, 3.10096)  -0.301
P (-1.61657, -1.95692, 1.55481)  0.977
C (-3.19883, -1.30819, 2.15212)  -0.379
C (-4.34621, -2.09643, 2.18689)  -0.069
C (-5.53103, -1.55729, 2.67213)  -0.034
C (-5.57030, -0.24892, 3.12800)  -0.033
C (-4.42094, 0.53387, 3.10376)  -0.049
C (-3.23804, 0.00908, 2.61454)  -0.116
C (-1.92336, -3.55559, 0.75997)  -0.391
C (-2.89727, -3.62844, -0.23727)  -0.115
C (-3.16377, -4.83759, -0.86019)  -0.040
C (-2.46027, -5.97902, -0.49113)  -0.041
C (-1.47461, -5.90377, 0.48322)  -0.054
C (-1.19452, -4.69242, 1.10011)  -0.107
C (0.36690, -1.56743, 3.55094)  -0.530
Br (1.10057, -0.14994, 2.54887)  0.973
C (0.95162, -1.80341, 4.77770)  -0.247
F (1.98909, -1.09258, 5.18695)  0.121
H (-4.32525, -3.12636, 1.86046)  0.109
H (-6.42294, -2.16865, 2.69804)  0.124
H (-6.49384, 0.15950, 3.51593)  0.124
H (-4.45300, 1.55310, 3.46645)  0.112
H (-2.34485, 0.62405, 2.60365)  0.076
H (-3.47472, -2.75130, -0.50689)  0.101
H (-3.93723, -4.89617, -1.61461)  0.122
H (-2.69048, -6.92922, -0.95481)  0.124
H (-0.93125, -6.79225, 0.77661)  0.126
H (-0.42294, -4.64811, 1.85793)  0.112
S (-2.55775, 0.20625, -0.71876)  0.856
C (-3.11883, -0.52463, -2.14749)  -0.630
C (-4.43169, -0.30650, -2.60880)  -0.064
C (-4.80537, -0.86225, -3.80614)  -0.017
C (-3.89683, -1.62703, -4.56644)  -0.018
C (-2.61965, -1.86183, -4.11915)  -0.070
C (-2.23047, -1.30673, -2.88792)  -0.624
S (-0.71062, -1.62365, -2.18731)  0.769
H (-5.12497, 0.28503, -2.02552)  0.125
H (-5.81056, -0.70886, -4.17473)  0.130
H (-4.21062, -2.03251, -5.51897)  0.130
H (-1.92587, -2.45501, -4.69992)  0.119
C (-2.90468, 4.60122, 1.35224)  -0.163
Si (-1.27721, 4.07463, 2.04817)  0.450
C (-1.36715, 3.55396, 3.82164)  -0.160
C (0.10109, 5.25003, 1.70712)  -0.164
C (-0.86433, 2.45262, 1.12947)  -0.080
C (-0.66785, 1.37240, 0.56836)  -0.464
H (-3.32715, 5.40584, 1.95842)  0.054
H (-3.62496, 3.78068, 1.33713)  0.033
H (-2.79371, 4.97708, 0.33357)  0.046
H (-1.60666, 4.42229, 4.44029)  0.056
H (-0.41286, 3.15234, 4.16788)  0.042
H (-2.14124, 2.80400, 3.99761)  0.024
H (-0.10651, 6.19016, 2.22430)  0.056
H (0.19246, 5.47176, 0.64277)  0.043
H (1.05883, 4.87383, 2.06960)  0.042
S (4.50494, 3.11330, -3.08600)  1.121
C (3.25260, 2.08752, -2.48434)  -0.480
C (3.38826, 1.60597, -1.16688)  -0.055
C (2.40207, 0.84016, -0.61506)  -0.158
N (1.25582, 0.51973, -1.26603)  -0.179
C (1.12949, 0.97320, -2.53472)  -0.116
C (2.08549, 1.72314, -3.16837)  -0.018
C (4.23386, 3.12409, -4.84320)  -0.525
C (3.24686, 3.90888, -5.42287)  -0.086
C (3.15764, 3.91439, -6.80768)  -0.112
N (3.97278, 3.22306, -7.60161)  0.094
C (4.92711, 2.49736, -7.02569)  -0.109
C (5.10413, 2.40917, -5.64946)  -0.068
H (4.27286, 1.83208, -0.58615)  0.126
H (2.52263, 0.44607, 0.38299)  0.043
H (0.20468, 0.74292, -3.04270)  0.097
H (1.91562, 2.03142, -4.18966)  0.116
H (2.58816, 4.52738, -4.82720)  0.117
H (2.40593, 4.51884, -7.30169)  0.120
H (5.59083, 1.96257, -7.69467)  0.121
H (5.90512, 1.81669, -5.22905)  0.110
C (0.45960, -4.64376, -2.09612)  -0.035
N (1.74936, -3.97464, -2.04083)  -0.114
C (2.81289, -4.32538, -3.00550)  -0.055
C (4.02892, -3.53748, -2.49104)  -0.072
N (3.40237, -2.64994, -1.49866)  0.056
C (2.14841, -3.00615, -1.24662)  -0.667
S (1.32931, -2.31066, 0.14273)  0.632
H (0.63381, -5.71726, -2.15901)  0.116
H (-0.09732, -4.32305, -2.97476)  0.084
H (-0.10518, -4.42845, -1.19250)  0.043
H (2.50295, -4.02832, -4.00792)  0.139
H (2.97550, -5.40114, -2.99799)  0.140
H (4.52141, -2.96250, -3.27008)  0.131
H (4.76437, -4.17884, -2.00735)  0.136
H (3.91999, -2.05469, -0.87287)  0.148

Its charge is +3.

=====

[2]
A molecular structure, C43H39BrF4N4PS4SiW, computed with ωB97M-V/def2-TZVPD.

Each line ends with the Löwdin charge.
Cartesian coordinates (Å):
W (0.46847, 0.21793, 0.42860)  0.895
F (-5.85010, -0.55842, 4.63002)  0.201
C (-4.61315, -0.40646, 4.23418)  -0.113
C (-3.61946, -0.06009, 5.14162)  -0.115
F (-3.91673, 0.12196, 6.40750)  0.188
C (-2.31008, 0.07829, 4.70704)  -0.204
F (-1.36847, 0.35184, 5.60340)  0.132
C (-1.95504, -0.07558, 3.36805)  -0.295
P (-0.19128, 0.05835, 2.89407)  0.954
C (0.51123, -1.35379, 3.80033)  -0.387
C (1.18011, -1.22220, 5.01208)  -0.069
C (1.69493, -2.35633, 5.62523)  -0.034
C (1.53504, -3.60523, 5.04513)  -0.033
C (0.86175, -3.73318, 3.83628)  -0.049
C (0.35264, -2.61038, 3.20881)  -0.128
C (0.41053, 1.58346, 3.67529)  -0.396
C (1.79265, 1.70651, 3.83532)  -0.127
C (2.32130, 2.84364, 4.42275)  -0.040
C (1.47347, 3.86066, 4.84435)  -0.043
C (0.10274, 3.75130, 4.65780)  -0.056
C (-0.43447, 2.61914, 4.06331)  -0.106
C (-2.96966, -0.43520, 2.48687)  -0.530
Br (-2.59077, -0.75136, 0.66172)  0.946
C (-4.27713, -0.60765, 2.90095)  -0.242
F (-5.20335, -0.96720, 2.02829)  0.120
H (1.29355, -0.25679, 5.48632)  0.111
H (2.22312, -2.25930, 6.56424)  0.124
H (1.92618, -4.48447, 5.53909)  0.124
H (0.74240, -4.70850, 3.38254)  0.112
H (-0.17211, -2.70104, 2.26506)  0.071
H (2.44250, 0.89656, 3.53005)  0.090
H (3.39046, 2.92479, 4.56988)  0.122
H (1.88303, 4.73567, 5.33176)  0.124
H (-0.55590, 4.54171, 4.99296)  0.125
H (-1.50475, 2.54142, 3.92022)  0.112
S (2.44551, -0.95394, 1.21907)  0.858
C (3.79602, 0.12419, 1.30316)  -0.621
C (5.03425, -0.31153, 1.78552)  -0.068
C (6.10507, 0.55639, 1.76201)  -0.016
C (5.96212, 1.85188, 1.24974)  -0.017
C (4.73889, 2.29934, 0.79591)  -0.076
C (3.64497, 1.43380, 0.83267)  -0.615
S (2.05901, 1.97020, 0.39208)  0.753
H (5.14181, -1.31541, 2.17562)  0.125
H (7.06538, 0.23147, 2.13824)  0.131
H (6.81838, 2.51130, 1.20962)  0.130
H (4.62119, 3.30550, 0.41495)  0.120
C (1.57573, -5.45869, -0.41890)  -0.162
Si (-0.13093, -4.75221, -0.75598)  0.494
C (-1.42443, -5.19956, 0.54036)  -0.156
C (-0.74778, -5.06068, -2.50268)  -0.163
C (0.09945, -2.89215, -0.52297)  -0.097
C (0.28684, -1.71176, -0.23313)  -0.406
H (1.52125, -6.54317, -0.30901)  0.048
H (2.01175, -5.04870, 0.49400)  0.028
H (2.25820, -5.24549, -1.24276)  0.042
H (-1.62530, -6.27176, 0.50670)  0.051
H (-2.36586, -4.67899, 0.35905)  0.037
H (-1.09128, -4.96213, 1.55177)  0.016
H (-0.88241, -6.13392, -2.64697)  0.050
H (-0.02744, -4.71244, -3.24362)  0.038
H (-1.70452, -4.57224, -2.68832)  0.037
S (-0.34375, 0.77239, -6.19374)  1.117
C (-0.01963, 0.79176, -4.49827)  -0.482
C (-1.10887, 0.53983, -3.63961)  -0.053
C (-0.91793, 0.48001, -2.28974)  -0.156
N (0.29821, 0.60925, -1.69941)  -0.190
C (1.34353, 0.84640, -2.52660)  -0.116
C (1.22779, 0.97542, -3.88545)  -0.017
C (0.91899, 1.82294, -6.91454)  -0.501
C (2.24582, 1.45897, -7.06710)  -0.079
C (3.07729, 2.34974, -7.74201)  -0.111
N (2.64205, 3.49762, -8.23611)  0.087
C (1.36975, 3.83514, -8.09782)  -0.107
C (0.45480, 3.02300, -7.43353)  -0.076
H (-2.10067, 0.40725, -4.05037)  0.124
H (-1.76760, 0.32758, -1.64045)  0.041
H (2.31715, 0.91446, -2.06331)  0.097
H (2.11067, 1.19430, -4.46821)  0.112
H (2.62981, 0.50782, -6.72300)  0.115
H (4.12230, 2.11835, -7.91129)  0.121
H (1.06179, 4.77505, -8.54018)  0.122
H (-0.58534, 3.30671, -7.35128)  0.107
C (0.69698, 4.86420, 1.41279)  -0.037
N (-0.34507, 4.85484, 0.41059)  -0.111
C (-0.65224, 6.07457, -0.35526)  -0.060
C (-1.88031, 5.66912, -1.18479)  -0.077
N (-1.91221, 4.21710, -0.97394)  0.053
C (-1.07931, 3.84277, -0.00795)  -0.660
S (-1.17543, 2.23919, 0.64135)  0.647
H (0.56744, 5.73252, 2.05791)  0.114
H (1.68117, 4.91748, 0.94603)  0.092
H (0.62615, 3.96681, 2.02362)  0.038
H (0.20525, 6.33884, -0.97699)  0.140
H (-0.85028, 6.90414, 0.32116)  0.140
H (-1.78174, 5.90722, -2.24079)  0.132
H (-2.79877, 6.12379, -0.81300)  0.136
H (-2.67165, 3.63926, -1.29550)  0.152

Its charge is +3.

=====

Calculated energy relative to the best compared isomer or geometry (same formula, charge and spin), 3.6, 17.6 kcal/mol (same order as the records).